[1]
ORCA calculation (ωB97M-V with the def2-TZVPD basis set) on C15H14N5OPd as an isolated structure at a distorted geometry.

Properties
HOMO energy (spin up / spin down) in eV: -11.7 / -11.6
Energy above the lowest of the compared OMol25 structures with the same formula, charge and spin in eV: 1.9491
Charge: +1
Kohn-Sham gap (spin up / spin down) in eV: 7.285 / 7.178
Maximum force in Eh/bohr: 0.0616

Each line ends with the natural charge from an NBO analysis.
Cartesian coordinates (Å):
Pd -0.75 -0.04 -0.27  0.965
O 2.60 -1.32 -2.15  -0.596
C 1.45 -1.20 -1.77  0.597
N 0.80 -0.03 -1.63  -0.548
C 1.51 1.21 -1.78  -0.281
C 0.65 2.39 -1.37  0.242
C 1.12 3.70 -1.44  -0.231
C 0.33 4.73 -0.97  -0.122
C -0.94 4.45 -0.49  -0.249
C -1.36 3.13 -0.49  0.050
N -0.58 2.14 -0.89  -0.479
C 0.63 -2.42 -1.38  0.135
C 1.18 -3.69 -1.49  -0.195
C 0.45 -4.78 -1.05  -0.131
C -0.84 -4.57 -0.57  -0.236
C -1.33 -3.27 -0.52  0.041
N -0.60 -2.23 -0.88  -0.457
H 1.83 1.35 -2.83  0.241
H 2.43 1.19 -1.17  0.231
H 2.10 3.89 -1.85  0.241
H 0.70 5.75 -0.97  0.239
H -1.60 5.23 -0.14  0.243
H -2.36 2.85 -0.16  0.219
H 2.17 -3.78 -1.91  0.265
H 0.86 -5.78 -1.08  0.240
H -1.46 -5.39 -0.24  0.241
H -2.34 -3.06 -0.18  0.216
N -0.73 -0.72 3.98  -0.484
C -0.64 0.64 4.00  -0.074
C -0.71 1.03 2.69  -0.085
N -0.85 -0.07 1.90  -0.560
C -0.85 -1.12 2.71  0.197
H -0.71 -1.32 4.80  0.442
H -0.54 1.20 4.90  0.243
H -0.67 2.02 2.29  0.226
H -0.94 -2.14 2.39  0.218

[2]
ORCA calculation (ωB97M-V with the def2-TZVPD basis set) on a 5-piece molecular cluster, C37H66FN4O7 overall at a distorted geometry.

Properties
HOMO energy in eV: -10.9
Charge: +1
Kohn-Sham gap in eV: 8.906
Maximum force in Eh/bohr: 0.1001

Each line ends with the Mulliken charge.
Cartesian coordinates (Å):
C -4.61 4.84 1.64  -0.646
O -3.34 4.73 2.32  -0.384
C -2.76 3.41 2.20  -0.642
C -1.84 3.41 0.88  -0.241
C -0.27 3.58 1.16  -0.791
C 0.51 2.24 1.56  -0.687
C 0.19 0.96 0.66  0.259
C 0.73 -0.38 1.43  -1.908
C 0.81 -1.35 0.10  0.247
C -0.10 -2.59 0.55  -0.576
C 0.25 -3.98 -0.21  0.037
O 1.44 -4.24 -0.52  -0.502
N -0.77 -5.02 -0.51  -0.019
C -2.05 -4.43 -1.02  -0.643
C -1.15 -5.62 0.83  -0.713
N 0.56 -0.60 -1.17  1.298
C -0.87 -0.84 -1.67  -0.667
C 1.36 -1.30 -2.24  -0.637
C 1.18 -0.72 -3.73  -0.537
C 0.65 -1.79 -4.79  -0.076
O 1.31 -2.03 -5.85  -0.577
N -0.64 -2.46 -4.52  0.117
C -1.77 -1.85 -5.26  -0.198
C -1.85 -1.64 -6.79  -0.363
C -3.13 -1.02 -7.43  -0.471
C -4.36 -0.61 -6.57  -0.375
C -4.29 -0.78 -5.03  -0.484
C -3.00 -1.40 -4.39  0.215
C 0.90 0.84 -0.81  -0.061
N 0.15 1.94 -1.53  -0.343
C 2.40 1.36 -0.95  -0.140
C 3.51 0.59 -0.11  -0.927
F 2.89 1.45 -2.31  -0.414
H -4.85 3.99 0.91  0.284
H -5.43 4.90 2.45  0.254
H -4.71 5.82 1.03  0.239
H -2.21 3.05 3.13  0.296
H -3.61 2.64 2.02  0.330
H -2.13 2.49 0.26  0.175
H -2.16 4.32 0.26  0.282
H 0.30 4.08 0.31  0.280
H -0.18 4.29 2.07  0.475
H 1.66 2.39 1.53  -0.126
H 0.26 1.96 2.65  0.505
H -0.94 0.75 0.64  0.776
H 1.68 -0.25 2.04  0.095
H -0.17 -0.64 2.09  0.498
H 1.87 -1.79 0.10  -0.188
H 0.17 -2.80 1.65  0.787
H -1.23 -2.37 0.57  0.203
H -1.94 -3.83 -1.99  -0.001
H -2.74 -5.32 -1.28  0.393
H -2.57 -3.87 -0.17  0.362
H -2.20 -6.09 0.78  0.341
H -1.21 -4.84 1.67  0.266
H -0.44 -6.46 1.15  0.271
H -1.62 -0.72 -0.80  0.388
H -1.19 -0.09 -2.46  0.745
H -0.98 -1.93 -2.01  -0.535
H 1.12 -2.43 -2.31  0.493
H 2.49 -1.26 -2.01  0.620
H 0.50 0.19 -3.82  0.226
H 2.22 -0.37 -4.10  0.303
H -0.55 -3.42 -4.90  0.402
H -0.93 -1.95 -7.41  0.333
H -3.15 -0.91 -8.58  0.293
H -5.26 -0.20 -7.12  0.345
H -5.20 -0.44 -4.39  0.347
H -3.01 -1.50 -3.25  0.262
H 0.37 1.94 -2.54  0.332
H -0.86 1.89 -1.34  0.226
H 2.40 2.45 -0.56  0.498
H 3.64 -0.52 -0.35  0.171
H 3.34 0.67 1.03  0.081
H 4.52 1.10 -0.34  0.463
C 2.78 -3.74 2.05  -0.084
C 3.52 -2.89 3.04  0.776
O 3.70 -1.70 2.84  -0.448
C 4.05 -3.57 4.28  -1.248
H 2.46 -3.12 1.21  -0.591
H 3.43 -4.53 1.67  0.487
H 1.89 -4.17 2.52  0.326
H 4.76 -4.35 4.00  0.369
H 3.22 -3.99 4.85  0.359
H 4.56 -2.83 4.90  0.189
C 5.53 -0.52 8.07  -1.047
C 4.46 0.36 7.48  0.669
O 3.41 0.55 8.07  -0.560
C 4.73 0.98 6.14  -0.798
H 5.20 -0.90 9.04  0.307
H 5.73 -1.37 7.41  0.257
H 6.44 0.06 8.22  0.320
H 4.89 0.20 5.39  0.226
H 5.60 1.63 6.20  0.310
H 3.87 1.58 5.84  0.308
C -9.00 0.12 -4.75  -1.049
C -8.10 1.17 -4.15  0.786
O -6.91 0.96 -3.98  -0.534
C -8.73 2.48 -3.75  -1.121
H -8.42 -0.77 -4.98  0.256
H -9.79 -0.15 -4.04  0.341
H -9.45 0.50 -5.67  0.328
H -9.50 2.31 -3.00  0.331
H -9.16 2.96 -4.63  0.332
H -7.96 3.13 -3.33  0.285
C 6.06 3.02 3.35  -0.841
C 5.03 3.74 2.52  0.770
O 3.95 3.23 2.26  -0.460
C 5.37 5.12 2.04  -1.233
H 5.67 2.04 3.63  -0.012
H 6.97 2.88 2.77  0.407
H 6.27 3.58 4.26  0.360
H 6.26 5.08 1.40  0.346
H 5.55 5.78 2.89  0.357
H 4.54 5.52 1.46  0.285